1.
The following is a quantum chemistry calculation of the ion C5H13N2 with charge +1 in a non-equilibrium geometry, from the OMol25 dataset.

Structure (ORCA input):
```
! RIJCOSX wB97M-V def2-TZVPD def2/J DEFGRID3
* xyz 1 1
C 1.3665 -0.7122 -0.9301
C 0.3419 -1.4099 -0.0252
C -1.1766 -1.1569 -0.1622
N -0.6876 2.0063 0.1968
C -1.7365 1.1486 0.7810
C -1.7238 -0.2017 0.8985
N 2.0852 0.4054 -0.0920
H 2.2001 -1.3753 -1.2001
H 1.0228 -0.2358 -1.8717
H 0.6050 -1.2412 1.0260
H 0.5889 -2.4843 -0.1850
H -1.2321 -0.7548 -1.1963
H -1.6423 -2.1485 -0.2491
H -1.1476 2.4190 -0.6168
H -0.3929 2.7532 0.8133
H -2.6466 1.7216 0.9103
H -2.2009 -0.6224 1.7788
H 3.0348 0.4659 -0.4682
H 1.9040 0.1855 0.8790
H 1.4377 1.2372 -0.2869
*
```

## Properties
- Frontier orbital gap: 9.14 eV
- SMILES: N/C=C\CCC[NH3+]
- ΔE to the lowest compared entry with this formula, charge and spin: 330.88 kJ/mol
- HOMO level: -0.45273 Ha
- Lowest unoccupied orbital energy: -3.183 eV



2.
The following is a quantum chemistry calculation of a structure of composition C37H37F5P2Ru in a non-equilibrium geometry, from the OMol25 dataset.

Structure (ORCA input):
```
! RIJCOSX wB97M-V def2-TZVPD def2/J DEFGRID3
* xyz 2 5
Ru -0.9232 1.5026 -0.4262
C -2.2800 1.1415 -3.0389
C -1.8917 -0.1255 -2.7092
C -0.7203 -0.8219 -3.2627
C 0.5050 0.0740 -3.1737
C 0.5882 0.8799 -1.8726
C 0.2658 2.2686 -1.7930
C -0.5378 3.0499 -2.7705
C -1.5430 2.2716 -3.6618
C 1.8400 -0.5775 2.5132
H -3.3532 1.2419 -3.1535
H -2.6819 -0.7829 -2.3299
H -0.9091 -1.0258 -4.3221
H -0.5731 -1.7844 -2.7574
H 1.3699 -0.5841 -3.2362
H 0.5637 0.7271 -4.0558
H 1.5755 0.5896 -1.4254
H 1.0997 2.8773 -1.3765
H 0.1421 3.5664 -3.4555
H -1.0048 3.8662 -2.2210
H -2.3321 3.0028 -3.8623
H -1.0791 1.9589 -4.6054
H 1.0412 0.1572 2.3895
H 2.5815 -0.1644 3.2077
H 1.4670 -1.5311 2.9053
P -1.5531 -0.7448 0.2228
P 2.6416 -0.8390 0.9487
C 0.0063 -1.6677 -0.2859
C 1.3820 -1.6075 -0.1238
C -2.3937 -2.1628 0.9932
C -2.9083 -3.1051 0.0784
C -3.5651 -4.2451 0.5483
C -3.7089 -4.4734 1.9251
C -3.2250 -3.5107 2.8234
C -2.5516 -2.3633 2.3796
C -3.2869 -0.0073 -0.3240
C -3.0949 1.4337 -0.5241
C -4.1222 2.3071 -0.0392
C -5.4277 1.8518 -0.0709
C -5.6704 0.4842 -0.2596
C -4.6031 -0.4488 -0.3366
C 4.1443 -1.7830 1.2114
C 4.0064 -3.1167 1.6425
C 5.1274 -3.8160 2.0847
C 6.3961 -3.2370 2.0709
C 6.5323 -1.9503 1.5560
C 5.4226 -1.2110 1.1539
C 3.0772 0.8599 0.3796
C 2.4065 1.9533 0.9554
C 2.7588 3.2627 0.6752
C 3.7746 3.5108 -0.2447
C 4.2896 2.4551 -1.0056
C 4.0031 1.1261 -0.6515
H -0.3593 -2.5466 -0.8496
H 1.8987 -2.3041 -0.8077
H -2.8173 -2.9326 -1.0012
H -3.9768 -4.9602 -0.1639
H -4.1922 -5.3957 2.2859
H -3.3750 -3.6789 3.8906
H -2.1678 -1.6171 3.0792
H -2.7299 1.8551 -1.5327
H -3.8496 3.3294 0.2311
H -6.2621 2.5537 0.0580
H -6.7006 0.1262 -0.3284
H -4.8084 -1.5054 -0.4623
H 3.0173 -3.5845 1.6392
H 4.9925 -4.8277 2.4480
H 7.2556 -3.7694 2.4705
H 7.5136 -1.5037 1.4820
H 5.5248 -0.1879 0.7979
H 1.5780 1.7873 1.6331
H 2.2452 4.0772 1.1857
H 4.1636 4.5247 -0.3513
H 4.9350 2.6858 -1.8633
H 4.4803 0.2799 -1.1535
F -1.0863 0.5708 2.4597
C -1.5922 1.7461 1.8555
F -2.9331 1.7241 2.1244
C -1.0829 2.9250 2.6836
F -1.6047 2.9349 3.9363
F 0.2749 2.8568 2.8567
F -1.4097 4.1045 2.1070
*
```

## Properties
- Frontier orbital gap (alpha / beta): 6.24 / 6.33 eV
- ΔE to the lowest compared entry with this formula, charge and spin: 160.39 kJ/mol
- HOMO level (alpha / beta): -0.47851 / -0.51593 Ha
- Lowest unoccupied orbital energy (alpha / beta): -6.778 / -7.707 eV



3.
The following is a quantum chemistry calculation of a cluster of 3 separate species, C21H44N3O5S in total in a non-equilibrium geometry, from the OMol25 dataset.

Structure (ORCA input):
```
! RIJCOSX wB97M-V def2-TZVPD def2/J DEFGRID3
* xyz -1 3
C -1.9763 -1.6235 -7.8739
S -2.5352 -2.6907 -6.5146
O -2.8218 -1.7702 -5.4104
O -3.7555 -3.3227 -6.9824
N -1.4363 -3.7529 -6.1524
C -0.2497 -3.0734 -5.6636
C 1.0204 -3.8871 -5.8408
O 1.3074 -4.2254 -7.1926
H -2.1516 -0.5980 -7.5729
H -0.9108 -1.7691 -8.0296
H -2.4807 -1.8798 -8.7970
H -0.3215 -2.7764 -4.6034
H -0.0709 -2.1243 -6.2048
H 1.8371 -3.2275 -5.5100
H 1.0652 -4.7669 -5.2063
H 1.3635 -3.3979 -7.6842
C -0.5232 -3.8884 1.1791
C 0.3170 -3.5870 -0.0779
C 1.7133 -3.1369 0.3572
C 1.7107 -1.7331 0.9611
C 1.0853 -0.7368 -0.0144
C -0.3006 -1.1511 -0.5051
N -0.3481 -2.5750 -0.9470
O 0.1769 -2.6479 -2.1251
C -1.3492 -0.9044 0.5966
C -0.7186 -0.2063 -1.6314
C 0.4030 -4.9320 -0.7956
H -0.1153 -4.7589 1.6948
H -0.5280 -3.0905 1.9166
H -1.5559 -4.1158 0.9115
H 2.3923 -3.1515 -0.5012
H 2.1187 -3.8481 1.0814
H 1.1787 -1.7188 1.9168
H 2.7367 -1.4284 1.1843
H 1.0234 0.2483 0.4556
H 1.7588 -0.6270 -0.8706
H -2.3104 -1.3362 0.3149
H -1.5026 0.1656 0.7447
H -1.0701 -1.2892 1.5759
H -0.0035 -0.1939 -2.4514
H -0.7854 0.8131 -1.2491
H -1.6933 -0.4809 -2.0362
H -0.5833 -5.2595 -1.1257
H 0.8009 -5.6881 -0.1173
H 1.0605 -4.9003 -1.6619
C 2.2427 3.3649 4.2542
C 1.3954 3.7967 3.0410
C 1.1342 5.3010 3.1319
C 0.1373 5.6550 4.2338
C -1.1648 4.8808 4.0446
C -0.9646 3.3687 3.9184
N 0.1232 3.0184 2.9571
O -0.3533 3.1426 1.7596
C -0.6684 2.7534 5.3008
C -2.2900 2.7313 3.5048
C 2.2955 3.4937 1.8465
H 3.2360 3.8085 4.1855
H 1.8477 3.6864 5.2138
H 2.3655 2.2811 4.2786
H 0.7515 5.6697 2.1752
H 2.0757 5.8257 3.3084
H 0.5602 5.4559 5.2222
H -0.0712 6.7268 4.2071
H -1.8405 5.0883 4.8773
H -1.6618 5.2564 3.1447
H -0.3667 1.7097 5.2047
H -1.5624 2.7801 5.9242
H 0.0941 3.2830 5.8670
H -2.6832 3.1497 2.5806
H -3.0393 2.9047 4.2770
H -2.1842 1.6532 3.3741
H 2.4865 2.4229 1.7584
H 3.2564 3.9948 1.9625
H 1.8765 3.8416 0.9041
*
```

## Properties
- Frontier orbital gap (alpha / beta): 5.39 / 4.99 eV
- HOMO level (alpha / beta): -0.13294 / -0.13293 Ha
- Lowest unoccupied orbital energy (alpha / beta): 1.772 / 1.369 eV



4.
The following is a quantum chemistry calculation of a structure of composition C22H24Cl3IN5OPb, from the OMol25 dataset.

Structure (ORCA input):
```
! RIJCOSX wB97M-V def2-TZVPD def2/J DEFGRID3
* xyz 3 1
Pb -0.5164 0.0070 -0.3990
C 2.1112 0.4073 -2.4900
C 0.9334 0.0304 -3.3719
N -0.0148 -0.8902 -2.6968
C 0.4421 -2.2845 -2.5893
C 1.3210 -2.5270 -1.3852
C 2.2431 -3.5579 -1.3887
C 3.0292 -3.7590 -0.2649
C 2.8894 -2.9048 0.8171
C 1.9465 -1.8935 0.7544
C 1.7586 -0.9566 1.9270
N 1.1275 0.3164 1.5580
C 2.0795 1.3805 1.1637
C 2.6951 1.1238 -0.2000
N 1.6604 1.0786 -1.2527
N 1.1658 -1.7266 -0.3207
H 2.6726 -0.4818 -2.2020
H 2.7957 1.0378 -3.0625
H 0.3739 0.9266 -3.6490
H 1.3059 -0.4154 -4.2980
H -0.8760 -0.8891 -3.2345
H -0.4410 -2.9232 -2.5087
H 0.9794 -2.5934 -3.4900
H 2.3506 -4.1855 -2.2634
H 3.7583 -4.5580 -0.2419
H 3.5099 -3.0134 1.6967
H 1.1259 -1.4498 2.6694
H 2.7287 -0.7938 2.4057
H 0.5976 0.6491 2.3561
H 1.5322 2.3260 1.1533
H 2.8781 1.4767 1.9046
H 3.4415 1.8947 -0.4054
H 3.2233 0.1696 -0.2056
H 1.4104 2.0365 -1.4889
Cl -6.9207 4.4166 6.7575
C -5.8039 3.6965 5.7672
C -5.5119 4.3265 4.5217
C -4.6046 3.7607 3.6997
Cl -4.1909 4.4276 2.2194
C -3.9020 2.4727 4.0826
O -3.0940 1.9530 3.3686
C -4.2816 1.8844 5.4282
Cl -3.5087 0.4653 5.8689
C -5.1958 2.4876 6.2155
H -6.0202 5.2453 4.2621
H -5.4762 2.0803 7.1775
I -1.2835 -5.8247 2.4411
C -2.0533 -4.3772 1.1721
C -3.2597 -4.5523 0.5049
C -3.7127 -3.5430 -0.3311
C -2.9478 -2.3997 -0.4733
N -1.7809 -2.2291 0.1581
C -1.3491 -3.2015 0.9654
H -3.8347 -5.4597 0.6333
H -4.6462 -3.6431 -0.8668
H -3.2816 -1.5892 -1.1136
H -0.3976 -3.0472 1.4591
*
```

## Properties
- Frontier orbital gap: 4.65 eV
- ΔE to the lowest compared entry with this formula, charge and spin: 82.93 kJ/mol
- HOMO level: -0.57626 Ha
- Lowest unoccupied orbital energy: -11.035 eV



5.
The following is a quantum chemistry calculation of the molecule C18H19ClN2O3, from the OMol25 dataset.

Structure (ORCA input):
```
! RIJCOSX wB97M-V def2-TZVPD def2/J DEFGRID3
* xyz 0 1
O -0.2516 -1.4900 -1.1720
C -0.9643 -1.7608 -0.2227
N -2.2625 -1.4211 -0.1575
H -2.7993 -1.6283 0.6697
C -2.9273 -0.6456 -1.1874
C -3.6503 0.5335 -0.5942
C -2.9464 1.4766 0.1464
C -3.6077 2.5523 0.7109
C -4.9745 2.6989 0.5404
C -5.6797 1.7636 -0.1970
C -5.0205 0.6832 -0.7580
H -5.5748 -0.0460 -1.3324
H -6.7455 1.8729 -0.3343
H -5.4892 3.5409 0.9793
H -3.0517 3.2801 1.2829
H -1.8802 1.3683 0.2770
H -3.6286 -1.2867 -1.7344
H -2.1425 -0.3176 -1.8757
C -0.4301 -2.5020 0.9968
H 0.1901 -3.3287 0.6454
H -1.2343 -2.8926 1.6188
C 0.4519 -1.5503 1.8219
N 1.4184 -0.9093 0.9616
C 2.4644 -1.5926 0.3663
O 2.8769 -2.6613 0.7278
C 2.9173 -0.7543 -0.8125
C 2.4103 0.6426 -0.4538
C 1.2161 0.3457 0.4319
O 0.3003 1.0693 0.7235
H 2.1275 1.2325 -1.3253
C 3.4231 1.4231 0.4011
C 4.7899 1.3433 -0.1989
C 5.2292 0.3044 -0.8887
C 4.3968 -0.9048 -1.1709
H 4.5051 -1.1496 -2.2300
H 4.7998 -1.7548 -0.6094
H 6.2325 0.2895 -1.2860
Cl 5.8122 2.7116 0.1052
H 3.1036 2.4618 0.4923
H 3.4582 0.9993 1.4109
H 2.3017 -1.1298 -1.6398
H -0.1496 -0.7585 2.2759
H 0.9852 -2.1088 2.5949
*
```

## Properties
- Frontier orbital gap: 9.86 eV
- SMILES: O=C(CCN1C(=O)[C@H]2CC(Cl)=CC[C@H]2C1=O)NCc1ccccc1
- ΔE to the lowest compared entry with this formula, charge and spin: 0.00 kJ/mol
- HOMO level: -0.33673 Ha
- Lowest unoccupied orbital energy: 0.701 eV